(1)
{"formula": "HN2O4S", "method": "wB97M-V/def2-TZVPD", "species": ["N", "N", "O", "O", "O", "O", "S", "H"], "coordinates": [[-0.4929, 0.8614, 0.2180], [-1.0065, -0.2766, 0.2159], [1.7631, -0.0768, 0.7016], [-1.8572, -0.7081, 1.0101], [-0.5786, -1.0438, -0.7242], [1.5553, 0.4072, -1.6552], [1.4644, -0.5857, -0.6270], [-0.8476, 1.4225, 0.8607]], "max_force_ev_per_a": 5.3, "charge": -1, "de_lowest_kcal_mol": 49.1, "energy_ha": -809.190452, "homo_energy_ev": -5.140}

(2)
{"formula": "C53H52F16N8O22PS", "method": "wB97M-V/def2-TZVPD", "species": ["C", "C", "O", "C", "C", "C", "N", "O", "P", "O", "C", "N", "C", "O", "O", "C", "C", "O", "O", "O", "C", "C", "F", "F", "C", "F", "F", "C", "F", "F", "F", "S", "O", "O", "C", "F", "F", "C", "F", "F", "C", "F", "F", "C", "F", "F", "F", "H", "H", "H", "H", "H", "H", "H", "H", "H", "H", "H", "H", "H", "H", "H", "H", "H", "H", "H", "H", "H", "H", "C", "C", "C", "C", "C", "C", "N", "O", "O", "H", "H", "H", "H", "H", "C", "C", "C", "C", "C", "C", "N", "O", "O", "H", "H", "H", "H", "H", "C", "C", "C", "C", "C", "C", "N", "O", "O", "H", "H", "H", "H", "H", "C", "C", "C", "C", "C", "C", "N", "O", "O", "H", "H", "H", "H", "H", "C", "C", "C", "C", "C", "C", "N", "O", "O", "H", "H", "H", "H", "H", "C", "C", "C", "C", "C", "C", "N", "O", "O", "H", "H", "H", "H", "H"], "coordinates": [[3.3888, -4.5114, 1.7774], [4.2725, -3.6397, 0.8013], [4.8641, -2.4581, 1.4322], [3.7215, -3.3706, -0.6835], [2.2761, -2.7207, -0.8373], [1.3551, -4.0717, -0.8106], [0.1961, -3.9978, 0.1178], [2.1500, -2.0498, 0.4315], [1.6078, -0.3711, 0.4113], [1.0362, 1.2856, 0.5017], [2.2800, -0.4518, 2.2353], [1.8518, 0.6788, 3.1032], [3.2956, 0.4611, 0.0495], [3.5524, 1.7173, 0.7714], [3.9408, 2.6791, -0.1380], [-0.0889, -1.0102, 0.9864], [-0.9776, -0.0507, 1.8720], [-1.7201, 0.8679, 1.5002], [-1.0001, -0.3107, 3.3028], [1.3851, -0.5012, -1.3182], [1.9476, -1.6273, -2.0344], [3.0948, -1.2012, -3.0444], [4.3273, -0.7971, -2.4455], [2.7176, 0.0566, -3.6300], [3.5457, -2.1107, -4.2490], [2.7617, -2.1081, -5.4056], [4.7574, -1.4916, -4.7314], [4.0144, -3.6092, -4.0015], [4.3370, -4.0986, -5.3036], [3.0563, -4.4919, -3.5419], [5.2507, -3.7181, -3.3268], [0.3777, -1.9316, -3.0460], [-0.8045, -2.3144, -2.1703], [0.4996, -3.1442, -3.9602], [-0.2618, -0.6021, -4.1261], [0.4714, -0.3501, -5.3248], [-1.4457, -1.1854, -4.6937], [-0.6945, 0.8156, -3.6033], [-1.0160, 1.5639, -4.7852], [0.3455, 1.6062, -3.0457], [-1.9241, 0.9898, -2.6391], [-1.6500, 0.4017, -1.4110], [-2.0116, 2.3875, -2.3662], [-3.3676, 0.5476, -3.0946], [-3.6747, 0.6406, -4.4371], [-3.5845, -0.7731, -2.6493], [-4.3216, 1.3384, -2.4092], [2.5500, -3.8598, 2.1852], [3.0375, -5.4962, 1.3359], [4.0451, -4.7861, 2.6808], [5.2093, -4.2943, 0.6077], [5.5923, -2.2370, 0.8101], [4.5932, -2.7585, -1.1257], [3.8569, -4.3857, -1.2118], [1.9521, -4.9907, -0.4674], [0.9578, -4.3707, -1.8288], [0.2870, -4.6895, 0.8870], [-0.6456, -4.2088, -0.4309], [0.6648, 1.4968, -0.3817], [2.0104, -1.4676, 2.7098], [3.4313, -0.4456, 2.2250], [1.6018, 0.2562, 4.0155], [2.6499, 1.2987, 3.2625], [4.2092, -0.2134, 0.1214], [3.2059, 0.8391, -1.0372], [4.0045, 3.5387, 0.3367], [-0.7692, -1.4318, 0.1835], [0.1482, -1.9124, 1.6570], [-1.7511, -0.9053, 3.4996], [3.7551, 6.4287, 6.5263], [4.4897, 5.2679, 6.7438], [4.5287, 4.2764, 5.7698], [3.8307, 4.4614, 4.5791], [3.0877, 5.6171, 4.3581], [3.0518, 6.6023, 5.3386], [3.8886, 3.4310, 3.5397], [4.5348, 2.4216, 3.7763], [3.2917, 3.6430, 2.4986], [3.7312, 7.2033, 7.2867], [5.0346, 5.1373, 7.6723], [5.1042, 3.3760, 5.9502], [2.5382, 5.7646, 3.4354], [2.4781, 7.5081, 5.1757], [-5.9928, -0.1006, -0.5591], [-6.9344, -0.0198, -1.5804], [-8.2872, -0.1552, -1.2919], [-8.6875, -0.3672, 0.0257], [-7.7497, -0.4566, 1.0515], [-6.3984, -0.3228, 0.7534], [-10.1141, -0.4857, 0.3390], [-10.9119, -0.4216, -0.5866], [-10.4288, -0.6383, 1.5078], [-4.9404, 0.0104, -0.7852], [-6.6129, 0.1520, -2.6016], [-9.0106, -0.0903, -2.0960], [-8.0532, -0.6262, 2.0781], [-5.6597, -0.3877, 1.5446], [4.4329, -0.5608, -7.9185], [5.4614, 0.1390, -7.2961], [6.0052, 1.2647, -7.9043], [5.5067, 1.6832, -9.1358], [4.4825, 0.9832, -9.7678], [3.9467, -0.1429, -9.1536], [6.0590, 2.8825, -9.7687], [6.9689, 3.4608, -9.1960], [5.5763, 3.2390, -10.8321], [4.0072, -1.4356, -7.4381], [5.8370, -0.1917, -6.3351], [6.8060, 1.8016, -7.4096], [4.0933, 1.3007, -10.7283], [3.1466, -0.6938, -9.6355], [2.6855, -10.4266, 3.7421], [2.7161, -9.5038, 4.7828], [1.9801, -8.3279, 4.6926], [1.2128, -8.0889, 3.5557], [1.1832, -9.0042, 2.5072], [1.9245, -10.1763, 2.6046], [0.4164, -6.8633, 3.4670], [0.4812, -6.0759, 4.3951], [-0.2698, -6.7020, 2.4700], [3.2570, -11.3462, 3.8184], [3.3121, -9.7029, 5.6666], [2.0119, -7.6165, 5.5096], [0.5917, -8.8216, 1.6175], [1.9064, -10.8975, 1.7950], [-11.0830, -0.1895, -5.2004], [-11.1053, -0.0797, -6.5872], [-10.9047, 1.1562, -7.1910], [-10.6778, 2.2759, -6.3949], [-10.6614, 2.1747, -5.0063], [-10.8659, 0.9352, -4.4107], [-10.4412, 3.5752, -7.0276], [-10.4817, 3.6300, -8.2467], [-10.2136, 4.5285, -6.3013], [-11.2347, -1.1570, -4.7323], [-11.2764, -0.9593, -7.1979], [-10.9243, 1.2292, -8.2721], [-10.4901, 3.0432, -4.3809], [-10.8527, 0.8435, -3.3297], [-1.2795, 8.7569, 10.6241], [-1.0586, 7.4179, 10.3176], [0.2384, 6.9468, 10.1506], [1.3080, 7.8262, 10.2976], [1.0942, 9.1690, 10.5968], [-0.2063, 9.6322, 10.7593], [2.6767, 7.3286, 10.1472], [2.8245, 6.1509, 9.8665], [3.5921, 8.1194, 10.3142], [-2.2933, 9.1201, 10.7592], [-1.8985, 6.7403, 10.2117], [0.3980, 5.9016, 9.9119], [1.9223, 9.8595, 10.7077], [-0.3842, 10.6755, 10.9954]], "max_force_ev_per_a": 9.4, "charge": -1, "energy_ha": -6480.688004, "homo_energy_ev": -4.511}